Here is a 4-piece molecular cluster, C3H11N3O overall from the OMol25 dataset. Energies are from wB97M-V/def2-TZVPD.

Properties
max |F|	4.2	eV Å⁻¹
HOMO energy (alpha / beta)	-7.72 / -7.72	eV

Element x y z (Å)
C: 1.1192 -1.0586 1.3744
C: 0.1481 1.3796 0.5532
C: -0.1473 -1.8577 -0.3154
N: 0.3791 -0.5761 0.1850
H: -1.0058 -1.7468 -0.9802
H: 0.4005 -1.0363 2.2072
H: 1.8958 -0.3946 1.7532
H: 1.6248 -2.0223 1.4688
H: 0.9744 1.0591 1.1870
H: 0.1288 2.2267 1.2653
H: -0.3296 2.2226 0.0455
H: -0.5134 -2.5887 0.4108
H: 0.6089 -2.4138 -0.8806
O: -0.2742 0.6401 -2.1883
N: -1.3169 1.1823 -1.6623
N: -1.7630 2.2680 -2.0815
H: 0.1882 -0.0564 -1.0814
H: -2.1177 2.7728 -1.2608

These are the natural (NBO) partial charges, in e, on atoms 1 to 2:
1. C -0.443
2. C -0.447

Here is one molecule with the formula C3H11N3O from the OMol25 dataset. Energies are from wB97M-V/def2-TZVPD.

Properties
SMILES	CN[C@H](N)NCO
max |F|	6.6	eV Å⁻¹
HOMO energy	-6.90	eV

Element x y z (Å)
C: -0.2442 -0.8013 -0.3152
C: -2.2491 0.2767 0.4680
C: 2.5079 0.1110 0.4157
N: -0.5776 0.0789 0.6851
N: 1.4823 -0.9007 0.2381
N: 0.0003 -0.3068 -1.5841
O: -2.3530 1.3541 -0.4065
H: -2.9046 1.9955 0.0822
H: 0.0575 0.8248 0.9258
H: 1.6559 -1.7739 0.7281
H: -0.7992 -1.7401 -0.2926
H: 0.2666 -0.9092 -2.3528
H: 0.2199 0.7015 -1.5534
H: -2.8220 -0.5718 0.0950
H: -2.6018 0.5324 1.4685
H: 2.3358 0.6951 1.3290
H: 2.5279 0.7878 -0.4451
H: 3.4975 -0.3541 0.5140

These are the natural (NBO) partial charges, in e, on atoms 1 to 2:
1. C 0.354
2. C 0.081

Here is a 2-piece molecular cluster, C3H11N3O overall from the OMol25 dataset. Energies are from wB97M-V/def2-TZVPD.

Properties
max |F|	2.3	eV Å⁻¹
HOMO energy (alpha / beta)	-9.17 / -9.49	eV

Element x y z (Å)
C: -0.5699 1.2057 0.5834
C: -0.1143 -1.1737 0.2711
C: -1.0545 0.9901 2.0161
N: 0.2456 0.1677 -0.0011
N: -0.2455 -1.4427 -1.1063
N: 2.0992 -0.7305 -2.0054
O: -1.7378 1.4641 -0.1991
H: -1.5916 1.2082 -1.1178
H: 1.7416 0.0143 -1.4059
H: 0.3291 -2.2471 -1.3716
H: 0.0528 2.1086 0.5622
H: 3.1055 -0.8144 -1.9273
H: 1.8286 -0.5740 -2.9658
H: -1.1461 -1.3027 0.6611
H: 0.6061 -1.7188 0.8961
H: -1.7069 0.1186 2.0830
H: -1.6331 1.8575 2.3347
H: -0.2088 0.8690 2.6926

These are the natural (NBO) partial charges, in e, on atoms 1 to 2:
1. C 0.197
2. C -0.197

Here is a 2-piece molecular cluster, C3H11N3O2 overall from the OMol25 dataset. Energies are from wB97M-V/def2-TZVPD.

Properties
SMILES	NCCNC(N)=O.O
max |F|	7.1	eV Å⁻¹
HOMO energy	-9.50	eV

Element x y z (Å)
C: -0.6978 0.1388 -0.7325
N: -0.1353 0.8134 0.5495
C: -0.6598 0.6333 1.7962
N: -1.9683 0.1738 1.9542
O: -0.0576 0.8480 2.8589
C: -0.1894 -1.2648 -0.8332
N: 1.2471 -1.2629 -1.2978
H: -0.4691 1.0264 -1.5198
H: -1.8343 0.3170 -0.6955
H: 0.6733 1.3494 0.3904
H: -2.4032 0.4907 2.7343
H: -2.6432 0.0100 1.1274
H: -0.1371 -1.7549 0.2445
H: -0.9146 -1.8798 -1.4166
H: 1.8867 -1.3536 -0.4337
H: 1.3546 -1.8682 -2.1435
H: 1.9833 1.1483 -1.5931
H: 2.5449 0.9400 -0.1654
O: 2.4198 1.4952 -0.8244

These are the natural (NBO) partial charges, in e, on atoms 1 to 2:
1. C -0.247
2. N -0.669

Here is C3H11N3S as an isolated structure from the OMol25 dataset. Energies are from wB97M-V/def2-TZVPD.

Properties
max |F|	1.9	eV Å⁻¹
HOMO energy	-7.51	eV

Element x y z (Å)
N: -1.8886 1.4916 -0.8502
C: -1.6525 0.4750 -1.7283
N: -0.4277 0.0204 -1.8716
H: -1.0152 1.9376 -0.4360
H: -2.7512 1.9957 -0.7731
H: -2.4484 0.0363 -2.3265
H: -0.2501 -0.7367 -2.5495
H: 0.4516 0.4317 -1.0969
C: 0.4653 -0.8011 1.4001
C: 1.3859 0.4209 1.5093
S: 1.5077 1.3310 -0.1464
N: 0.7748 -1.9837 0.5707
H: -0.5603 -0.4710 1.1144
H: 0.3688 -1.2174 2.4127
H: 2.4033 0.1557 1.8489
H: 0.9352 1.0748 2.2753
H: 1.5804 -2.4761 0.9904
H: 1.1210 -1.6847 -0.3432

These are the natural (NBO) partial charges, in e, on atoms 1 to 2:
1. N -0.799
2. C 0.358

Here is a 2-piece molecular cluster, C3H11N3Si overall from the OMol25 dataset. Energies are from wB97M-V/def2-TZVPD.

Properties
max |F|	8.4	eV Å⁻¹
spin multiplicity	3
HOMO energy (alpha / beta)	-5.09 / -9.20	eV
⟨S²⟩	2.006

Element x y z (Å)
C: 1.8577 0.1352 -0.7687
C: 2.0768 -0.1237 0.6554
C: 2.0589 0.6946 1.7348
N: -3.0358 -1.1112 0.4190
N: -1.3585 -0.3675 -1.8681
N: -1.6926 1.4626 0.6168
Si: -1.9971 0.1560 -0.3048
H: 2.6908 -0.2405 -1.3694
H: 1.0242 -0.5454 -0.9779
H: 2.2895 -1.1621 0.8834
H: 2.4760 0.2922 2.7535
H: 1.6880 1.7036 1.6179
H: -3.5236 -0.8432 1.3191
H: -2.4851 -1.9645 0.6385
H: -1.9999 -0.7017 -2.5465
H: -0.5010 -0.8970 -1.8928
H: -1.1650 2.3146 0.2588
H: 1.5967 1.1981 -1.1692

These are the natural (NBO) partial charges, in e, on atoms 1 to 2:
1. C -0.663
2. C -0.175

Here is a 2-piece molecular cluster, C3H11N4O overall from the OMol25 dataset. Energies are from wB97M-V/def2-TZVPD.

Properties
charge	-1
max |F|	1.2	eV Å⁻¹
HOMO energy	-3.72	eV

Element x y z (Å)
N: -0.8454 1.1452 -0.7375
C: 0.0879 1.7290 0.0819
N: 1.3817 1.2601 -0.1490
N: -0.1109 2.6225 1.0160
H: -1.5626 1.7377 -1.1477
H: -0.4227 0.2273 -1.2260
H: 1.4040 0.3434 -0.6180
H: 2.0116 1.3761 0.6150
H: -1.0987 2.8487 1.0143
C: -0.2661 -1.9796 -0.8520
O: 0.3275 -0.9500 -1.5647
C: 0.1900 -2.0199 0.6182
N: -0.6183 -1.1372 1.4751
H: -1.3679 -1.8673 -0.8582
H: -0.0434 -2.9713 -1.3308
H: 0.2004 -3.0442 1.0115
H: 1.2317 -1.6489 0.6347
H: -1.5246 -1.5494 1.6348
H: -0.1613 -0.9900 2.3388

These are the natural (NBO) partial charges, in e, on atoms 1 to 2:
1. N -0.926
2. C 0.605

Here is a 2-piece molecular cluster, C3H11N5 overall from the OMol25 dataset. Energies are from wB97M-V/def2-TZVPD.

Properties
max |F|	1.7	eV Å⁻¹
HOMO energy	-7.89	eV

Element x y z (Å)
C: -1.3702 -0.4870 -0.8934
C: -1.4425 -0.9646 0.3513
C: -0.4140 -0.9795 -1.9304
N: 0.3359 0.3788 1.8196
N: -0.2917 1.6358 1.7299
N: 1.3318 1.0651 -0.1409
N: 1.2966 0.2193 1.0016
N: 1.9768 -0.8544 1.0288
H: -2.0713 0.2646 -1.2336
H: -0.8702 1.6816 0.8913
H: -0.8820 1.7129 2.5484
H: 1.1553 2.0257 0.1328
H: 2.2074 0.9613 -0.6420
H: 2.6513 -0.8895 0.2684
H: -0.8146 -1.7743 0.6670
H: -2.2471 -0.6835 1.0123
H: 0.0778 -0.1433 -2.4345
H: -0.9615 -1.5349 -2.6940
H: 0.3321 -1.6340 -1.4825

These are the natural (NBO) partial charges, in e, on atoms 1 to 2:
1. C -0.196
2. C -0.398